{
  "formula": "C28H16F10LaN6OS2",
  "method": "the ωB97M-V functional and the def2-TZVPD basis",
  "homo_lumo_gap_ha": 0.279,
  "total_charge": 1,
  "e_tot_ev": -89986.9886,
  "relative_energy_kj_mol": 0.00,
  "elements": ["La", "F", "C", "C", "F", "C", "F", "C", "S", "C", "F", "C", "F", "N", "C", "C", "C", "C", "C", "C", "N", "C", "C", "C", "C", "N", "C", "C", "H", "H", "H", "H", "H", "H", "H", "H", "H", "F", "C", "C", "F", "C", "F", "C", "S", "C", "F", "C", "F", "C", "N", "C", "C", "O", "N", "C", "N", "H", "H", "H", "H", "H", "H", "H"],
  "positions_angstrom": [[0.4505, 0.3027, -0.4799], [-5.8750, -1.7723, 2.3062], [-4.8977, -1.6739, 1.4147], [-3.7153, -1.0313, 1.7414], [-3.5354, -0.5032, 2.9499], [-2.7274, -0.9546, 0.7831], [-1.5615, -0.3179, 1.1679], [-2.8195, -1.4698, -0.4979], [-1.5342, -1.3207, -1.7073], [-4.0211, -2.1098, -0.7844], [-4.2215, -2.6493, -1.9834], [-5.0436, -2.2158, 0.1465], [-6.1714, -2.8363, -0.1720], [1.5870, 7.2006, 2.6434], [1.5059, 8.0929, 3.6976], [1.9606, 9.4021, 3.8495], [1.6903, 10.0010, 5.0601], [0.9939, 9.3280, 6.0849], [0.5500, 8.0366, 5.9222], [0.8144, 7.4117, 4.7001], [0.4827, 6.1351, 4.2701], [0.9661, 6.0539, 3.0642], [0.8433, 4.8496, 2.2326], [1.3752, 4.7627, 0.9487], [1.2176, 3.5939, 0.2315], [0.5626, 2.5345, 0.7264], [0.0518, 2.6221, 1.9641], [0.1645, 3.7477, 2.7478], [2.0187, 7.3719, 1.7542], [2.4929, 9.9248, 3.0669], [2.0192, 11.0173, 5.2301], [0.8071, 9.8460, 7.0155], [0.0141, 7.5166, 6.7040], [1.9095, 5.5798, 0.4862], [1.6134, 3.4997, -0.7742], [-0.4703, 1.7462, 2.3351], [-0.2612, 3.7841, 3.7395], [6.8968, 2.5039, -2.8271], [5.6101, 2.1818, -2.8758], [4.9784, 1.6585, -1.7604], [5.6450, 1.4708, -0.6235], [3.6403, 1.3392, -1.8581], [3.0496, 0.8227, -0.7273], [2.8679, 1.4985, -2.9938], [1.1632, 1.0370, -3.0763], [3.5378, 2.0334, -4.0903], [2.8940, 2.2351, -5.2353], [4.8826, 2.3677, -4.0415], [5.4809, 2.8705, -5.1130], [2.5585, -5.2853, 1.0411], [2.2753, -3.8730, 0.8574], [2.5656, -2.8267, 1.8353], [1.8940, -1.6471, 1.1719], [1.7922, -0.4832, 1.5799], [1.3499, -2.0184, -0.0014], [1.5285, -3.3521, -0.1192], [0.9792, -4.0215, -1.1170], [3.4308, -5.3851, 1.6823], [2.8116, -5.7407, 0.0845], [1.7179, -5.8106, 1.4967], [3.6347, -2.6567, 1.9671], [2.1110, -3.0389, 2.8050], [0.2968, -3.5244, -1.6807], [1.0214, -5.0241, -1.1759]]
}